1.
# C2HClO2

C2HClO2 as an isolated structure (ωB97M-V with the def2-TZVPD basis set, the OMol25 dataset).

Values from the calculation:
* energy above the lowest of the compared OMol25 structures with the same formula, charge and spin: 52.17 kcal per mole
* LUMO energy: -2.17 eV
* F_max: 0.103 Eh/bohr

Cartesian coordinates (Å):
C 0.18714 -0.99873 -0.24088
C -0.44491 0.37848 -0.24210
O 0.45448 -2.00918 0.27523
H -1.12708 0.50732 0.65508
O -0.64571 1.17672 -1.09963
Cl 1.57608 0.94539 0.65231

Charges computed using Löwdin, reported in e: C -0.0247; C -0.5951; O 0.2419; H 0.1662; O 0.0154; Cl 0.1963


2.
# C2HClO3

One molecule with the formula C2HClO3 (ωB97M-V with the def2-TZVPD basis set, the OMol25 dataset).

Values from the calculation:
* energy above the lowest of the compared OMol25 structures with the same formula, charge and spin: 246.06 kcal per mole
* LUMO energy (alpha / beta): -1.11 / -1.17 eV
* F_max: 0.063 Eh/bohr

Cartesian coordinates (Å):
O 0.76455 -0.97288 -0.04545
H 1.82252 0.83577 0.16677
Cl -1.66123 1.84058 -0.08842
O -0.21488 -1.86910 0.28782
C 0.77873 0.52374 0.09762
C -0.17421 1.36890 -0.00090
O -1.31547 -1.72701 -0.41744

Atom charges from the Löwdin analysis, given in e for atoms 1 to 6: O -0.1027; H 0.1177; Cl 0.8170; O -0.0820; C -0.1435; C -0.6258


3.
# C2HClO4

One molecule with the formula C2HClO4 (ωB97M-V with the def2-TZVPD basis set, the OMol25 dataset).

Values from the calculation:
* energy above the lowest of the compared OMol25 structures with the same formula, charge and spin: 109.57 kcal per mole
* LUMO energy: 0.41 eV
* F_max: 0.082 Eh/bohr

Cartesian coordinates (Å):
O -0.14304 -1.74644 1.25552
Cl 0.81012 -0.56903 -1.79854
O 0.86633 1.10138 0.37661
C 0.12665 0.13392 -0.33033
O 0.83146 0.27036 1.56125
O -1.26914 0.50271 -0.59249
H -1.35547 1.00243 -1.36144
C 0.13308 -0.69532 0.88941

Atom charges from the Löwdin analysis, given in e for atoms 1 to 6: O 0.2486; Cl 0.7718; O 0.0427; C -0.7927; O 0.1384; O 0.0286


4.
# C2HF

C2HF as an isolated structure (ωB97M-V with the def2-TZVPD basis set, the OMol25 dataset).

Values from the calculation:
* energy above the lowest of the compared OMol25 structures with the same formula, charge and spin: 129.21 kcal per mole
* LUMO energy (alpha / beta): -1.40 / -1.46 eV
* F_max: 0.087 Eh/bohr

Cartesian coordinates (Å):
F -0.44519 -1.32119 0.62371
C -0.12181 0.72964 -0.86988
H -0.08329 1.45068 0.16803
C 0.65029 -0.85912 0.07813

Charges computed using Löwdin, reported in e: F -0.0748; C 0.0967; H -0.0134; C -0.0085